{
  "formula": "C8H13Br2ClN2O2PS",
  "method": "ωB97M-V/def2-TZVPD",
  "symbols": ["C", "C", "C", "C", "S", "C", "N", "N", "C", "O", "P", "O", "Cl", "H", "H", "H", "H", "H", "H", "H", "H", "H", "Br", "C", "C", "Br", "H", "H", "H", "H"],
  "xyz": [[3.35216, -1.09039, 2.17734], [1.81200, -0.92560, 1.64662], [1.62831, -2.08848, 0.55910], [0.10285, -2.55655, 0.32623], [-0.97961, -1.28839, -0.50129], [-1.69622, -0.35097, 0.94461], [-1.53504, 1.03181, 1.23567], [-2.20819, 1.21948, 2.40850], [-2.77197, -0.03555, 2.82169], [-2.47012, -1.08710, 1.90500], [1.75526, 0.80053, 0.89840], [3.23739, 1.60517, 1.39130], [1.83136, 0.77788, -1.24292], [3.56891, -0.37974, 3.05317], [3.59064, -2.17427, 2.47063], [4.11631, -0.79879, 1.35589], [2.16872, -3.01992, 0.98880], [2.16427, -1.88400, -0.44748], [0.08817, -3.53019, -0.27936], [-0.34692, -2.77007, 1.36656], [-3.35873, -0.07815, 3.79136], [3.25243, 2.40854, 0.81460], [-2.23031, 4.04847, -2.50312], [-1.57828, 2.52416, -3.52907], [-2.64938, 1.47415, -3.68991], [-2.87847, 0.44477, -2.05132], [-0.68625, 2.15627, -3.02006], [-1.29401, 2.93572, -4.49897], [-2.36050, 0.74276, -4.44664], [-3.62478, 1.88845, -3.94534]],
  "max_force_ev_per_a": 5.85,
  "e_tot_ha": -6920.28145,
  "e_lumo_ev": 2.5,
  "total_charge": -1
}